{"formula": "C58H54NO9P3W", "method": "ωB97M-V/def2-TZVPD", "charge": 4, "orbital_gap_ev": 4.33, "multiplicity": 1, "lumo_energy_ev": -13.76, "elements": ["W", "O", "C", "O", "C", "C", "C", "C", "C", "O", "C", "C", "O", "O", "H", "H", "H", "H", "H", "H", "H", "H", "O", "P", "C", "P", "O", "C", "C", "C", "C", "C", "C", "C", "C", "C", "C", "C", "C", "C", "C", "C", "C", "C", "C", "C", "C", "C", "C", "C", "C", "H", "H", "H", "H", "H", "H", "H", "H", "H", "H", "H", "H", "H", "H", "H", "H", "H", "H", "H", "H", "H", "H", "C", "C", "C", "C", "C", "O", "C", "N", "C", "C", "C", "C", "C", "C", "P", "C", "C", "C", "C", "C", "C", "C", "C", "C", "C", "C", "C", "H", "H", "H", "H", "H", "H", "H", "H", "H", "H", "H", "H", "H", "H", "H", "H", "H", "H", "H", "H", "H", "H", "H", "H", "O", "C"], "positions_angstrom": [[0.931233, 0.719157, -0.163413], [3.774098, -0.476593, -1.827089], [3.135949, 0.533551, -1.941568], [2.628925, 1.154732, -0.846054], [2.728961, 1.209385, -3.225910], [2.224659, 2.626983, -2.879471], [1.908917, 3.418345, -4.140410], [0.588514, 2.756746, -4.595079], [0.399581, 1.682082, -3.530516], [0.911690, 2.306694, -2.315907], [1.413836, 0.532375, -3.750622], [1.025325, -0.696660, -2.938111], [0.885427, -1.800800, -3.365438], [0.785750, -0.425298, -1.625932], [3.540950, 1.162629, -3.947389], [2.840798, 3.148463, -2.153586], [2.711584, 3.321432, -4.869476], [1.780998, 4.473711, -3.913191], [0.640066, 2.336244, -5.597524], [-0.238563, 3.463063, -4.570142], [-0.623720, 1.371330, -3.387440], [1.488457, 0.230908, -4.791836], [-0.432026, -0.675929, 0.815908], [-1.773641, -1.493975, 0.830582], [-2.384258, -1.259421, -0.874526], [-2.461479, 0.481988, -1.435599], [-1.123881, 1.137360, -0.972635], [-3.882845, 1.325011, -0.762974], [-3.799211, 2.623694, -0.268389], [-4.948809, 3.273271, 0.151952], [-6.178649, 2.633948, 0.066004], [-6.267795, 1.350977, -0.462662], [-5.125852, 0.699152, -0.890964], [-2.688638, 0.399906, -3.212307], [-3.500814, 1.368867, -3.811578], [-3.825161, 1.263500, -5.153906], [-3.348524, 0.196044, -5.903717], [-2.528157, -0.760374, -5.315698], [-2.200265, -0.666796, -3.974395], [-1.538701, -3.251073, 1.058343], [-1.234879, -4.083629, -0.023446], [-1.162630, -5.453245, 0.162031], [-1.417535, -6.001538, 1.414469], [-1.722049, -5.176559, 2.488096], [-1.782190, -3.802743, 2.316382], [-2.938035, -0.951711, 2.079271], [-2.509345, -0.514847, 3.334988], [-3.437920, -0.226611, 4.318634], [-4.794497, -0.400544, 4.069202], [-5.220018, -0.879775, 2.838069], [-4.296911, -1.159155, 1.844160], [-3.339966, -1.761390, -1.035907], [-1.641971, -1.743095, -1.513333], [-2.844333, 3.129517, -0.253937], [-4.891039, 4.284562, 0.531329], [-7.076062, 3.146208, 0.386363], [-7.230386, 0.865720, -0.554672], [-5.203806, -0.278135, -1.355677], [-3.891088, 2.189704, -3.222667], [-4.468767, 2.003583, -5.609805], [-3.626340, 0.100053, -6.944852], [-2.158259, -1.596329, -5.894236], [-1.569899, -1.430349, -3.539450], [-1.085478, -3.675478, -1.017209], [-0.936948, -6.100147, -0.675924], [-1.400644, -7.075414, 1.545903], [-1.933874, -5.606595, 3.458109], [-2.039977, -3.164177, 3.151675], [-1.450648, -0.428107, 3.542770], [-3.110426, 0.119287, 5.289953], [-5.519444, -0.183911, 4.842259], [-6.271504, -1.057332, 2.656463], [-4.641895, -1.558457, 0.898986], [-0.369529, 4.383632, 0.228536], [0.566430, 4.236876, 1.433761], [0.700182, 5.623572, 2.074683], [1.910749, 3.615113, 0.997217], [3.116941, 4.225387, 1.702666], [3.969153, 3.101383, 1.933041], [3.320489, 1.987744, 1.729279], [2.087399, 2.120461, 1.277385], [4.122945, 0.806648, 2.083406], [5.263327, 1.085349, 2.857552], [6.132968, 0.093421, 3.269847], [5.868528, -1.224709, 2.942776], [4.743837, -1.521162, 2.190210], [3.885240, -0.527270, 1.722985], [2.442680, -1.145434, 0.804013], [1.715314, -1.993127, 2.250301], [1.822298, -3.362408, 2.472087], [1.438586, -3.895177, 3.695891], [0.955552, -3.065878, 4.693799], [0.843172, -1.696469, 4.474377], [1.218532, -1.159837, 3.257440], [2.991329, -2.493204, -0.298001], [2.003174, -3.287208, -0.822482], [2.346874, -4.371834, -1.655349], [3.702019, -4.647873, -1.964557], [4.686488, -3.825989, -1.484897], [4.348215, -2.731677, -0.667076], [-1.373398, 4.648299, 0.560255], [-0.419161, 3.494143, -0.401520], [-0.017151, 5.202223, -0.401963], [0.135369, 3.573969, 2.191765], [1.252641, 6.309253, 1.429632], [1.175370, 5.600791, 3.053803], [-0.296385, 6.039259, 2.217810], [2.022778, 3.743550, -0.086049], [2.876017, 4.663278, 2.669229], [3.658578, 4.954326, 1.106946], [5.462777, 2.103796, 3.151277], [6.999710, 0.349829, 3.863398], [6.523446, -2.019007, 3.275414], [4.522890, -2.561104, 1.978138], [2.217234, -4.014901, 1.704991], [1.542537, -4.957138, 3.874016], [0.672010, -3.480832, 5.652274], [0.486778, -1.054880, 5.270136], [1.166018, -0.089805, 3.077985], [0.971438, -3.071577, -0.580968], [1.570546, -5.006397, -2.066453], [3.959303, -5.498145, -2.583090], [5.722796, -4.007088, -1.738218], [5.129407, -2.056039, -0.345078], [-1.711702, 1.893071, 1.666314], [-0.708759, 1.686819, 1.225794]], "forces_ev_per_a": [[-2.5997, -0.4903, 0.3554], [-0.4094, 1.5992, -0.2205], [1.5522, -1.3789, -1.6305], [-0.2969, -0.2851, 0.7987], [-0.2380, 0.2320, 0.4575], [0.2492, 0.0341, -0.1228], [-0.0385, -0.0580, 0.0590], [0.0260, 0.0343, 0.0441], [-0.1760, -0.0381, -0.2479], [0.0530, 0.1212, -0.0892], [-0.1314, 0.0935, 0.5005], [0.5287, -1.0006, -2.5836], [-0.0992, 0.7566, 0.6212], [0.1714, 0.8500, 2.0045], [0.0300, -0.0290, 0.0381], [-0.0545, 0.0263, 0.0420], [0.0135, 0.0458, 0.0032], [-0.0006, 0.0027, -0.0255], [-0.0250, -0.0353, 0.0072], [-0.0171, -0.0204, 0.0096], [0.0295, -0.0049, 0.0521], [-0.0204, -0.1066, 0.0329], [1.5486, 0.9724, -0.1393], [-0.2548, -0.4735, -0.3043], [-0.1503, 0.3532, 0.3610], [-0.1972, -0.4351, -0.1864], [0.9107, 0.3147, 0.1612], [0.2228, -0.0950, -0.0871], [0.0759, -0.0482, -0.0573], [-0.0286, 0.0554, 0.0084], [0.0490, 0.0233, 0.0008], [-0.0403, -0.0622, -0.0278], [0.0447, -0.1007, 0.0018], [-0.1789, -0.0621, 0.4132], [0.0483, 0.0480, 0.0455], [-0.0063, 0.0585, -0.0601], [-0.0010, 0.0295, 0.0264], [0.1191, -0.1068, 0.0408], [-0.0030, 0.0056, -0.0348], [-0.0282, 0.4137, -0.1697], [-0.0183, -0.0892, -0.0614], [0.0148, 0.0174, -0.1243], [0.0028, 0.0608, 0.0098], [0.0075, 0.0072, 0.0821], [-0.0060, -0.0108, 0.1109], [0.2865, 0.0633, -0.2017], [0.1589, 0.0501, -0.1436], [-0.0158, 0.0080, 0.0915], [0.0277, -0.0271, -0.0371], [-0.0472, -0.0519, -0.0209], [-0.0187, -0.0115, -0.1269], [0.0156, -0.0002, -0.0074], [-0.0242, -0.0675, 0.0014], [-0.0002, 0.0625, 0.0595], [-0.0034, 0.0026, -0.0047], [0.0029, -0.0011, 0.0146], [-0.0036, 0.0213, -0.0183], [-0.0730, -0.0210, 0.0532], [-0.0585, -0.0086, -0.0505], [0.0104, 0.0063, -0.0091], [0.0077, 0.0123, -0.0103], [-0.0227, 0.0133, -0.0388], [-0.0455, -0.0666, -0.0267], [0.0249, -0.1001, 0.0188], [-0.0338, 0.0067, 0.0109], [0.0274, 0.0009, 0.0033], [0.0008, 0.0097, -0.0024], [-0.0213, -0.0569, 0.0170], [0.0290, 0.0861, 0.0215], [0.0200, -0.0068, -0.0065], [0.0063, 0.0046, 0.0094], [-0.0024, 0.0341, -0.0039], [-0.0481, 0.0171, -0.0108], [0.0884, 0.0769, 0.1985], [-0.0942, 0.0096, -0.1873], [0.0397, -0.0565, 0.1377], [-0.3714, 0.3169, -0.1127], [-0.2351, 0.1002, 0.0904], [0.0325, -0.1955, -0.0834], [0.4333, -0.4443, 0.0663], [-1.0145, -0.4568, -0.5204], [0.2838, 0.0370, 0.0130], [-0.0207, 0.1180, 0.0743], [-0.0219, 0.0112, 0.0462], [-0.0423, 0.1588, 0.0089], [-0.2595, -0.3164, -0.1896], [-0.0429, 0.6389, -0.3702], [0.8908, -2.0428, 1.4911], [-0.6011, 0.3898, -0.2275], [0.0067, -0.0400, -0.3674], [0.0791, 0.0579, 0.0277], [-0.0530, -0.0601, 0.0408], [0.0137, 0.1641, 0.0533], [0.0701, -0.1559, -0.0417], [1.3345, 0.6711, -0.2931], [-0.2368, -1.2646, -0.8933], [0.5357, 0.2891, 0.2243], [-1.8312, -0.1353, 0.0971], [0.1964, 1.3473, 1.0774], [-0.4033, -0.3716, -0.0081], [-0.0316, -0.0395, -0.0285], [-0.0681, -0.0806, -0.1515], [0.0262, -0.0461, -0.0537], [0.0339, 0.0864, 0.0616], [-0.0073, 0.0179, -0.0090], [-0.0519, 0.0393, -0.0084], [0.0203, 0.0320, -0.0090], [-0.0034, -0.0248, 0.0444], [0.0702, -0.1185, -0.0311], [0.0098, -0.0329, -0.0344], [0.0446, -0.0326, 0.0186], [0.0015, 0.0246, -0.0100], [-0.0288, -0.0223, -0.0083], [0.0616, 0.0965, -0.0297], [-0.0090, -0.0293, -0.0052], [-0.0059, -0.0037, -0.0241], [0.0160, 0.0046, 0.0040], [-0.0059, 0.0212, -0.0101], [-0.0524, 0.0777, 0.1779], [-0.0771, -0.2043, -0.0586], [0.0218, 0.0622, 0.0630], [-0.1074, 0.0250, -0.0319], [0.0022, 0.0845, 0.0542], [-0.0399, -0.0823, 0.0211], [-0.0254, 0.2162, 0.6563], [0.5515, -0.1230, -0.6467]]}